1.
{"formula": "C6H14N2O2", "method": "wB97M-V/def2-TZVPD", "homo_ev": -8.8, "smiles": "NCCCC[C@H](N)C(=O)O", "de_lowest_kj_mol": 229.0, "spin_multiplicity": 1, "total_energy_ha": -496.97029, "gap_ev": 9.623, "symbols": ["O", "O", "N", "N", "C", "C", "C", "C", "C", "C", "H", "H", "H", "H", "H", "H", "H", "H", "H", "H", "H", "H", "H", "H"], "xyz": [[-2.290, -1.792, -0.412], [-3.340, -0.384, 0.934], [-2.254, 1.714, -0.016], [2.391, 0.933, 0.319], [0.481, -0.751, -0.550], [2.720, -0.423, 0.091], [-0.254, 0.480, -0.061], [-1.703, 0.554, -0.526], [1.532, -1.327, 0.371], [-2.511, -0.653, -0.071], [-0.131, 0.740, 1.055], [1.247, -1.424, 1.454], [2.204, 1.186, 1.261], [-1.619, 0.591, -1.624], [-3.605, -1.245, 1.429], [3.026, -0.356, -0.975], [-3.242, 1.846, -0.214], [-0.329, -1.396, -0.755], [1.740, -2.392, 0.063], [3.543, -0.723, 0.671], [3.184, 1.452, -0.116], [0.791, -0.589, -1.556], [0.215, 1.382, -0.514], [-1.796, 2.575, -0.259]], "nbo_charge": [-0.6087, -0.6819, -0.8286, -0.8458, -0.4490, -0.2051, -0.3732, -0.1598, -0.4092, 0.7877, 0.2080, 0.2077, 0.3566, 0.1836, 0.5044, 0.1814, 0.3660, 0.2427, 0.2132, 0.1574, 0.3619, 0.2006, 0.2235, 0.3666]}

---

2.
{"formula": "C27H26CrN4OS2", "method": "wB97M-V/def2-TZVPD", "homo_ev": [-4.8, -6.4], "s2": 6.38, "spin_multiplicity": 5, "total_energy_ha": -3179.17699, "gap_ev": [5.210, 6.783], "symbols": ["Cr", "S", "S", "O", "N", "N", "N", "N", "C", "C", "C", "C", "C", "C", "C", "C", "C", "C", "C", "C", "C", "C", "C", "C", "C", "C", "C", "C", "C", "C", "C", "C", "C", "C", "C", "H", "H", "H", "H", "H", "H", "H", "H", "H", "H", "H", "H", "H", "H", "H", "H", "H", "H", "H", "H", "H", "H", "H", "H", "H", "H"], "xyz": [[-0.534, -1.251, 0.823], [1.923, -1.132, -0.795], [1.233, -2.584, 1.039], [0.675, -1.894, -0.456], [-0.045, -1.739, 3.380], [-1.920, -0.135, 0.253], [-0.981, -1.243, 2.524], [1.947, -2.928, 3.487], [3.691, 1.647, -0.450], [-3.260, 0.919, 6.545], [-2.609, 0.058, 1.435], [3.830, 3.035, -2.863], [-2.533, 0.206, -0.891], [-2.607, -0.851, 5.039], [-3.076, -0.440, 6.286], [0.963, -2.329, 2.763], [4.852, 3.166, -1.926], [-4.502, 0.924, 0.253], [0.254, -1.980, -3.609], [1.478, 0.602, -1.111], [1.904, -0.608, -4.709], [-0.234, -1.000, -5.764], [2.663, 1.491, -1.393], [-3.900, 0.572, 1.462], [-3.809, 0.741, -0.942], [-2.329, 0.096, 4.047], [-2.965, 1.867, 5.562], [1.029, -0.415, -5.780], [-2.496, 1.458, 4.311], [2.487, -1.596, -2.462], [4.782, 2.475, -0.719], [2.739, 2.207, -2.596], [-1.911, -0.385, 2.716], [-0.621, -1.785, -4.680], [1.520, -1.379, -3.600], [-2.247, 2.198, 3.555], [-2.448, -1.908, 4.831], [1.943, 2.130, -3.335], [-0.992, -0.635, -0.686], [-5.511, 1.324, 0.242], [-4.257, 0.997, -1.895], [-0.067, -2.605, -2.777], [0.737, 0.644, -1.915], [-3.619, 1.238, 7.519], [2.746, -2.660, -2.424], [3.423, -1.056, -2.641], [1.336, 0.188, -6.631], [-0.916, -0.852, -6.597], [-4.451, 0.678, 2.389], [1.556, -3.333, 4.322], [3.878, 3.585, -3.800], [5.700, 3.815, -2.133], [-3.090, 2.925, 5.774], [-3.286, -1.181, 7.052], [2.386, -3.595, 2.862], [2.890, -0.151, -4.749], [5.573, 2.587, 0.018], [-1.603, -2.251, -4.667], [3.649, 1.127, 0.506], [-1.950, 0.028, -1.790], [0.976, 0.972, -0.209]], "mulliken_spin": [3.0580, 0.0081, -0.1037, -0.0253, -0.0050, 0.3812, 0.2374, 0.0106, 0.0025, 0.0140, 0.3896, 0.0000, 0.2146, 0.0113, -0.0072, 0.1281, 0.0005, 0.2098, -0.0143, 0.0151, 0.0029, 0.0015, -0.0046, -0.0994, 0.0389, -0.0057, -0.0082, -0.0027, 0.0234, 0.0030, -0.0010, 0.0018, 0.0603, -0.0029, 0.0090, -0.0052, 0.0034, 0.0008, -0.6424, 0.0166, 0.0062, 0.0040, 0.0145, 0.0013, 0.0022, -0.0029, -0.0002, 0.0001, 0.0042, 0.0040, -0.0001, 0.0001, -0.0004, -0.0002, 0.0031, 0.0003, 0.0000, 0.0023, 0.0022, 0.0528, -0.0084]}

---

3.
{"formula": "C38H42ClN2O2P2PtSi2", "method": "wB97M-V/def2-TZVPD", "homo_ev": -4.3, "spin_multiplicity": 1, "total_energy_ha": -3574.65950, "charge": -1, "gap_ev": 6.769, "symbols": ["Pt", "Cl", "P", "P", "Si", "Si", "O", "O", "N", "N", "C", "C", "C", "C", "C", "C", "C", "C", "C", "C", "C", "C", "C", "C", "C", "C", "C", "C", "C", "C", "C", "C", "C", "C", "C", "C", "C", "C", "C", "C", "C", "C", "C", "C", "C", "C", "C", "C", "H", "H", "H", "H", "H", "H", "H", "H", "H", "H", "H", "H", "H", "H", "H", "H", "H", "H", "H", "H", "H", "H", "H", "H", "H", "H", "H", "H", "H", "H", "H", "H", "H", "H", "H", "H", "H", "H", "H", "H", "H", "H"], "xyz": [[0.139, -0.249, 1.200], [-0.461, -0.671, 9.776], [0.393, -1.461, -1.099], [0.465, 1.519, -1.116], [-1.499, -2.940, 0.861], [-1.748, 3.218, 0.092], [-0.800, -0.531, 3.098], [1.238, 0.269, 3.346], [-0.794, -1.612, 0.008], [-0.943, 1.882, -0.524], [3.286, 4.797, 0.476], [-0.946, 3.879, 1.670], [-0.303, -3.764, 2.050], [1.666, 2.790, -0.584], [-1.352, -1.592, -5.347], [-0.280, -0.524, 8.047], [-2.047, -4.246, -0.387], [3.478, -3.775, 0.156], [0.424, 1.890, -5.717], [-0.767, 1.884, -5.005], [-0.750, 1.793, -3.619], [3.149, 3.587, 1.145], [-1.305, -0.954, 7.220], [2.265, -5.090, -1.454], [0.887, 0.019, 7.534], [3.299, -4.966, -0.537], [1.119, 0.004, -0.669], [2.350, 2.586, 0.613], [1.635, 1.792, -5.041], [1.574, -2.832, -0.975], [-1.855, 4.675, -1.117], [2.621, -2.708, -0.064], [-3.016, -2.332, 1.773], [1.648, 1.690, -3.659], [-1.663, -1.595, -2.963], [0.174, -0.169, 3.825], [0.010, -0.293, 5.312], [-0.286, -1.595, -2.778], [0.455, 1.700, -2.936], [0.025, -1.569, -5.167], [1.809, 4.004, -1.249], [0.558, -1.576, -3.888], [-2.196, -1.603, -4.246], [-1.153, -0.834, 5.848], [-3.511, 2.699, 0.508], [2.619, 5.002, -0.723], [1.402, -4.024, -1.672], [1.025, 0.132, 6.160], [-2.101, 4.324, -2.123], [-0.899, 5.203, -1.172], [1.632, -1.557, -3.745], [1.921, 0.550, 5.720], [2.723, 5.944, -1.250], [2.741, -1.765, 0.457], [-1.194, -4.771, -0.823], [1.669, 0.346, 8.205], [3.666, 3.420, 2.082], [-1.933, -1.160, 5.173], [-2.620, 5.397, -0.816], [-4.027, 3.439, 1.127], [-0.723, 3.051, 2.349], [-1.670, 1.789, -3.045], [1.278, 4.176, -2.178], [-2.624, -3.805, -1.202], [0.114, -3.026, 2.740], [0.592, -4.121, -2.385], [2.252, 1.634, 1.124], [-3.279, -3.012, 2.588], [3.914, 5.578, 0.889], [2.590, 1.610, -3.126], [4.285, -3.678, 0.871], [-4.099, 2.545, -0.400], [2.129, -6.015, -2.000], [-2.204, -1.374, 7.649], [-2.680, -4.990, 0.105], [2.566, 1.792, -5.594], [3.971, -5.799, -0.365], [0.684, -1.539, -6.026], [-0.004, 4.391, 1.452], [-0.808, -4.538, 2.636], [0.526, -4.230, 1.512], [-2.306, -1.565, -2.093], [-2.824, -1.347, 2.198], [-3.871, -2.259, 1.097], [-1.712, 1.950, -5.530], [-1.602, 4.582, 2.193], [0.411, 1.965, -6.798], [-3.270, -1.605, -4.385], [-1.766, -1.585, -6.348], [-3.483, 1.751, 1.051]], "lowdin_charge": [0.9480, 0.6306, 0.6399, 0.6012, 0.3305, 0.2773, -0.1741, -0.0461, -0.3598, -0.2545, -0.1080, -0.1733, -0.1657, -0.2810, -0.0999, -0.6711, -0.1707, -0.0839, -0.1103, -0.0941, -0.0854, -0.0867, -0.1032, -0.0927, -0.1055, -0.1004, -0.5352, -0.0887, -0.0985, -0.2880, -0.1857, -0.0857, -0.1725, -0.0966, -0.0831, -0.6433, -0.1249, -0.2881, -0.2891, -0.0914, -0.0993, -0.0879, -0.0848, -0.0061, -0.1894, -0.0983, -0.0984, -0.0102, 0.0104, 0.0060, 0.1161, 0.1184, 0.0949, 0.0890, 0.0101, 0.1003, 0.0995, 0.1188, 0.0161, 0.0157, 0.0172, 0.0976, 0.1029, 0.0136, 0.0150, 0.1015, 0.0730, 0.0263, 0.0918, 0.1110, 0.0999, 0.0157, 0.0971, 0.1010, 0.0258, 0.0955, 0.0949, 0.1020, 0.0130, 0.0268, 0.0174, 0.0954, 0.0056, 0.0243, 0.0996, 0.0185, 0.0942, 0.0994, 0.0975, 0.0154]}

---

4.
{"formula": "H30O15", "method": "wB97M-V/def2-TZVPD", "homo_ev": -10.7, "de_lowest_kj_mol": 540.7, "spin_multiplicity": 1, "total_energy_ha": -1146.43412, "gap_ev": 10.535, "symbols": ["O", "O", "O", "O", "O", "O", "O", "O", "O", "O", "O", "O", "O", "O", "O", "H", "H", "H", "H", "H", "H", "H", "H", "H", "H", "H", "H", "H", "H", "H", "H", "H", "H", "H", "H", "H", "H", "H", "H", "H", "H", "H", "H", "H", "H"], "xyz": [[-1.302, -2.606, -1.803], [1.010, -4.606, -0.591], [-1.714, 0.741, -3.951], [3.262, -0.603, -2.099], [-1.368, 3.026, 1.739], [1.433, 3.972, -0.739], [-0.329, -2.697, 2.277], [-3.682, 0.801, 2.135], [-3.144, 4.159, -0.247], [1.540, -2.425, -2.874], [-1.502, -0.042, -0.572], [1.303, 2.832, 3.216], [-0.045, -0.247, 3.331], [2.902, 0.484, 0.484], [1.175, -1.733, -0.381], [1.777, 4.187, 0.187], [-1.025, -2.536, 2.936], [-1.753, 3.450, 2.544], [-1.764, -1.908, -2.240], [1.830, 3.125, -0.701], [-1.529, 0.338, -4.859], [0.457, -3.817, -0.950], [-3.569, 3.334, -0.789], [2.020, -1.583, -0.592], [1.296, -2.779, -2.134], [-4.193, 1.040, 1.344], [3.716, -1.481, -2.230], [0.365, -5.084, -0.061], [2.289, 0.453, 1.111], [0.755, -0.578, 3.029], [2.040, -3.181, -3.447], [-2.800, 0.485, 1.859], [1.113, -1.551, 0.543], [3.266, -0.102, -2.905], [0.295, -3.345, 2.649], [-0.798, -0.547, -0.995], [-1.264, 0.101, -3.329], [-1.830, -0.726, 0.029], [0.166, 0.626, 3.637], [-3.170, 3.988, 0.716], [2.726, 0.485, -0.459], [1.589, 2.838, 2.370], [-1.759, 2.318, 1.390], [0.658, 3.621, 3.198], [-0.438, -2.230, -1.776]], "nbo_charge": [-0.9336, -0.9521, -0.9300, -0.9754, -0.9563, -0.9032, -0.9661, -0.9502, -0.9520, -0.9317, -0.9482, -0.9339, -0.9460, -0.9819, -0.9654, 0.4497, 0.4912, 0.4808, 0.4704, 0.4538, 0.4695, 0.4733, 0.4746, 0.4827, 0.4483, 0.4756, 0.4953, 0.4741, 0.4656, 0.4589, 0.4818, 0.4757, 0.4910, 0.4888, 0.4774, 0.4698, 0.4607, 0.4730, 0.4858, 0.4741, 0.5109, 0.4572, 0.4777, 0.4773, 0.4608]}

---

5.
{"formula": "C4H8O2S", "method": "wB97M-V/def2-TZVPD", "homo_ev": [-14.0, -14.0], "de_lowest_kj_mol": 28.6, "s2": 0.75, "spin_multiplicity": 2, "total_energy_ha": -705.53658, "charge": 1, "gap_ev": [9.908, 4.663], "symbols": ["S", "O", "O", "C", "C", "C", "C", "H", "H", "H", "H", "H", "H", "H", "H"], "xyz": [[1.745, -2.079, -1.515], [-2.003, 2.281, 1.272], [-0.039, 1.549, 2.047], [0.073, -0.592, 0.007], [0.238, -0.954, -1.468], [-0.953, 1.478, 1.277], [-0.997, 0.516, 0.128], [-2.014, 0.256, -0.167], [-1.968, 2.929, 1.996], [-0.646, -1.463, -1.832], [0.489, -0.068, -2.060], [-0.745, 1.146, -0.753], [0.897, -0.312, 0.667], [2.545, -1.447, -0.698], [-0.380, -1.479, 0.470]], "mulliken_spin": [0.9839, 0.0007, 0.0006, 0.0323, -0.0358, 0.0007, 0.0128, 0.0001, -0.0001, -0.0107, 0.0375, -0.0009, -0.0094, -0.0117, 0.0001]}

---

6.
{"formula": "C2H3IN2OS", "method": "wB97M-V/def2-TZVPD", "homo_ev": -8.8, "de_lowest_kj_mol": 84.2, "spin_multiplicity": 1, "total_energy_ha": -958.62223, "gap_ev": 8.154, "symbols": ["I", "S", "O", "N", "N", "C", "C", "H", "H", "H"], "xyz": [[3.622, -0.005, 0.195], [1.893, 0.822, -1.246], [0.208, 3.738, 0.871], [0.326, -0.498, 0.540], [-0.707, 0.904, -0.999], [0.275, 0.372, -0.490], [0.979, 2.950, 0.877], [-0.873, 1.315, -1.887], [1.055, -0.822, 1.199], [-0.569, -0.830, 0.767]], "nbo_charge": [0.0366, -0.0299, -0.4929, -0.8345, -0.7654, 0.3758, 0.4875, 0.3978, 0.4297, 0.3951]}

---

7.
{"formula": "C9H17N6", "method": "wB97M-V/def2-TZVPD", "homo_ev": -11.0, "de_lowest_kj_mol": 717.7, "spin_multiplicity": 1, "total_energy_ha": -681.19618, "charge": 1, "gap_ev": 6.702, "symbols": ["N", "N", "N", "N", "N", "N", "C", "C", "C", "C", "C", "C", "C", "C", "C", "H", "H", "H", "H", "H", "H", "H", "H", "H", "H", "H", "H", "H", "H", "H", "H", "H"], "xyz": [[-1.400, -0.371, -1.018], [-0.753, -2.621, -1.053], [-0.763, 1.772, 1.815], [1.160, -3.782, -0.087], [-0.707, 1.338, 0.436], [2.287, -3.413, 0.522], [0.119, 2.107, -0.626], [-1.539, -1.638, -1.455], [-1.077, 0.039, 0.208], [2.274, -2.120, 0.736], [1.473, 1.461, -0.833], [1.045, -1.592, 0.246], [-1.645, -0.716, 1.417], [0.429, -2.636, -0.384], [0.260, 3.659, -0.223], [-0.976, -3.625, -1.321], [1.320, 0.249, -1.045], [2.063, 1.407, 0.054], [-1.238, 2.721, 1.950], [1.950, 2.021, -1.536], [-1.808, 0.215, -1.793], [2.906, -1.554, 1.239], [1.016, 3.773, 0.565], [-1.589, 0.081, 2.164], [-2.591, -1.142, 1.133], [-0.853, -1.431, 1.529], [-0.590, 4.131, 0.228], [1.291, -4.677, -0.500], [0.139, 1.961, 2.199], [-2.246, -1.845, -2.149], [-0.621, 2.100, -1.387], [0.667, 4.125, -1.033]], "nbo_charge": [-0.6029, -0.4215, -0.6445, -0.3774, -0.2388, -0.1821, -0.0237, 0.3028, 0.6321, -0.1009, -0.6429, -0.3178, -0.7123, 0.0959, -0.6115, 0.4474, 0.2475, 0.2261, 0.3855, 0.2258, 0.4446, 0.2047, 0.2134, 0.2941, 0.2242, 0.2801, 0.2200, 0.4179, 0.3758, 0.2167, 0.1908, 0.2306]}